DFT (the ωB97M-V functional and the def2-TZVPD basis) results for a cluster of 9 separate species, C36H63N9 in total at a distorted geometry.

- Energy relative to the best compared isomer or geometry (same formula, charge and spin): 0.0 kJ/mol
- HOMO (alpha / beta): 0.011 / -0.324 Eh
- Frontier orbital gap (alpha / beta): 1.68 / 10.81 eV
- Lowest unoccupied orbital energy (alpha / beta): 2.0 / 2.0 eV

Structure (ORCA input):
```
! RIJCOSX wB97M-V def2-TZVPD def2/J DEFGRID3
* xyz -1 2
C 1.350 -6.674 0.957
C 1.446 -6.715 -0.556
C 0.288 -6.027 -1.246
C -1.018 -6.601 -0.884
N -2.061 -7.020 -0.605
H 0.499 -7.269 1.288
H 1.360 -5.649 1.328
H 2.117 -7.235 1.492
H 1.529 -7.712 -0.987
H 2.255 -6.127 -0.990
H 0.377 -6.087 -2.331
H 0.272 -4.995 -0.897
C 2.617 -3.677 -2.929
C 2.877 -3.396 -4.425
C 2.158 -4.291 -5.473
C 0.825 -4.864 -5.136
N -0.211 -5.313 -4.918
H 3.069 -4.613 -2.600
H 1.538 -3.766 -2.801
H 2.903 -2.874 -2.250
H 3.950 -3.389 -4.618
H 2.508 -2.409 -4.705
H 2.822 -5.127 -5.693
H 2.110 -3.727 -6.405
C -1.451 4.835 -3.590
C -1.861 3.842 -2.493
C -1.188 4.038 -1.180
C 0.288 3.978 -1.245
N 1.405 3.890 -1.336
H -1.840 5.831 -3.378
H -1.786 4.501 -4.573
H -0.371 4.912 -3.713
H -1.544 2.854 -2.825
H -2.932 3.883 -2.292
H -1.522 3.252 -0.503
H -1.559 4.957 -0.726
C -4.248 5.943 3.612
C -3.394 5.127 2.583
C -2.717 3.855 3.142
C -1.711 4.148 4.136
N -0.951 4.395 4.959
H -3.680 6.313 4.466
H -4.990 5.257 4.021
H -4.791 6.782 3.178
H -2.661 5.757 2.079
H -4.106 4.807 1.822
H -2.178 3.399 2.311
H -3.455 3.190 3.590
C -6.056 2.400 2.007
C -4.818 1.806 1.306
C -5.163 1.333 -0.100
C -3.919 1.070 -0.881
N -2.944 0.869 -1.493
H -5.741 2.701 3.006
H -6.820 1.627 2.083
H -6.444 3.264 1.468
H -4.474 0.952 1.890
H -4.017 2.545 1.312
H -5.717 2.044 -0.714
H -5.799 0.449 -0.047
C -2.109 -3.362 -0.692
C -2.950 -3.704 -1.957
C -3.158 -2.456 -2.887
C -1.874 -2.051 -3.455
N -0.896 -1.681 -3.959
H -2.675 -2.672 -0.067
H -1.121 -2.959 -0.916
H -1.998 -4.263 -0.089
H -3.901 -4.150 -1.668
H -2.496 -4.428 -2.633
H -3.627 -1.672 -2.293
H -3.825 -2.670 -3.722
C 4.905 -0.270 1.076
C 5.081 -0.601 2.587
C 6.387 -1.397 2.950
C 7.719 -0.738 2.839
N 8.717 -0.169 2.707
H 5.075 -1.165 0.478
H 5.628 0.482 0.760
H 3.913 0.088 0.800
H 4.321 -1.344 2.832
H 4.934 0.256 3.245
H 6.469 -2.313 2.364
H 6.282 -1.816 3.951
C 2.555 2.588 3.942
C 3.056 2.890 2.531
C 2.798 4.361 2.019
C 1.386 4.692 1.803
N 0.291 4.991 1.551
H 2.890 3.434 4.541
H 2.987 1.685 4.372
H 1.465 2.589 3.957
H 2.794 2.190 1.738
H 4.145 2.851 2.579
H 3.434 4.617 1.172
H 3.127 5.075 2.774
C 0.251 0.619 0.883
C 0.362 0.349 -0.634
C 1.447 -0.643 -1.032
C 1.603 -1.844 -0.187
N 1.733 -2.784 0.530
H -0.065 -0.227 1.494
H -0.438 1.426 1.128
H 1.247 0.936 1.194
H 0.533 1.294 -1.150
H -0.595 -0.089 -0.918
H 2.439 -0.193 -0.986
H 1.325 -1.004 -2.054
*
```